--- i ---
This record from the OMol25 dataset describes 2 unconnected molecules or ions with the total composition C2H4O3. The level of theory is ωB97M-V with the def2-TZVPD basis set.

Each line ends with the natural charge from an NBO analysis.
Atoms and positions in Å:
1 O -1.803 -0.958 0.148  -0.601
2 C -1.280 -1.134 1.221  0.647
3 O -0.359 -0.349 1.747  -0.682
4 H -1.472 -2.025 1.832  0.109
5 H -0.020 0.201 1.012  0.515
6 C 1.235 1.060 -1.498  0.322
7 O 1.156 0.632 -0.384  -0.538
8 H 1.421 0.432 -2.378  0.118
9 H 1.122 2.140 -1.700  0.111

SMILES string ... O=CO.C=O
HOMO-LUMO gap ... 0.39675 hartree

--- ii ---
This record from the OMol25 dataset describes 2 unconnected molecules or ions with the total composition C2H4O3. The level of theory is ωB97M-V with the def2-TZVPD basis set.

Each line ends with the natural charge from an NBO analysis.
Atoms and positions in Å:
1 O -0.314 1.241 0.694  -0.540
2 C -0.764 0.143 0.552  0.772
3 C -1.488 -1.062 -0.013  -0.200
4 O -0.367 -1.069 0.898  -0.454
5 H -2.475 -1.246 0.518  0.207
6 H -1.402 -1.285 -1.083  0.217
7 O 2.462 0.945 -0.776  -0.962
8 H 1.534 0.756 -0.685  0.477
9 H 2.815 1.577 -0.104  0.484

SMILES string ... O=C1CO1.O
HOMO-LUMO gap ... 0.41704 hartree

--- iii ---
This record from the OMol25 dataset describes 2 unconnected molecules or ions with the total composition C2H4O3. The level of theory is ωB97M-V with the def2-TZVPD basis set.

Each line ends with the natural charge from an NBO analysis.
Atoms and positions in Å:
1 O -1.414 -0.606 -1.527  -0.513
2 C -0.520 -0.262 -2.284  1.031
3 O 0.062 0.060 -3.368  -0.522
4 C 0.578 -0.009 1.491  -0.208
5 O 0.274 0.405 0.314  -0.742
6 H -0.495 -0.488 1.663  0.140
7 H 0.720 0.835 2.088  0.157
8 H 1.365 -0.776 1.431  0.181
9 H -0.572 0.842 0.193  0.476

SMILES string ... O=C=O.CO
HOMO-LUMO gap ... 0.36687 hartree

It is i that is most stable; the runner-up trails by 0.0441 hartree.

--- i ---
This record from the OMol25 dataset describes C2H4FPS in the gas phase. The level of theory is ωB97M-V with the def2-TZVPD basis set.

Each line ends with the natural charge from an NBO analysis.
Atoms and positions in Å:
1 C -1.733 -1.002 0.477  0.012
2 C 1.464 0.832 -0.309  -1.029
3 F -0.729 -1.835 0.399  -0.336
4 P -0.129 0.983 0.633  0.475
5 S -1.636 0.290 -0.725  -0.059
6 H 1.948 1.635 -0.938  0.253
7 H 1.404 -0.195 -0.811  0.247
8 H 2.209 0.591 0.477  0.235
9 H -2.799 -1.298 0.797  0.202

HOMO-LUMO gap (spin up / spin down) ... 0.28851 / 0.27701 hartree

--- ii ---
This record from the OMol25 dataset describes C2H4FPS in the gas phase. The level of theory is ωB97M-V with the def2-TZVPD basis set.

Each line ends with the natural charge from an NBO analysis.
Atoms and positions in Å:
1 C 0.721 1.180 -0.653  -0.669
2 C 0.080 -0.151 -0.288  -0.494
3 P -0.080 -0.330 1.393  0.491
4 S -0.926 -2.317 1.292  0.262
5 F -2.550 -1.798 1.435  -0.496
6 H 0.051 1.787 -1.298  0.236
7 H 1.576 0.834 -1.150  0.224
8 H 0.997 1.718 0.362  0.213
9 H 0.132 -0.924 -1.093  0.233

SMILES string ... C/C=P/SF
HOMO-LUMO gap ... 0.30938 hartree

It is ii that is most stable; the runner-up trails by 0.0367 hartree.

--- i ---
This record from the OMol25 dataset describes CH3NO2 in the gas phase. The level of theory is ωB97M-V with the def2-TZVPD basis set.

Each line ends with the natural charge from an NBO analysis.
Atoms and positions in Å:
1 O 0.496 -0.493 -1.162  -0.708
2 C 0.305 -0.263 0.222  0.468
3 N -0.891 0.124 0.783  -0.382
4 O 0.221 0.992 0.715  -0.366
5 H 0.558 0.363 -1.521  0.474
6 H 1.031 -1.042 0.679  0.154
7 H -1.720 0.318 0.284  0.359

SMILES string ... O[C@@H]1NO1
HOMO-LUMO gap ... 0.39241 hartree

--- ii ---
This record from the OMol25 dataset describes CH3NO2 in the gas phase. The level of theory is ωB97M-V with the def2-TZVPD basis set.

Each line ends with the natural charge from an NBO analysis.
Atoms and positions in Å:
1 O 0.001 1.340 1.474  -0.586
2 C 0.440 0.659 0.536  0.488
3 N -0.353 -0.295 0.070  -0.336
4 O -0.125 -0.612 -1.287  -0.562
5 H 1.522 0.590 0.312  0.141
6 H -1.378 -0.038 0.193  0.379
7 H -0.105 -1.643 -1.297  0.475

SMILES string ... O=CNO
HOMO-LUMO gap ... 0.39873 hartree

It is ii that is most stable; the runner-up trails by 0.0450 hartree.

--- i ---
This record from the OMol25 dataset describes 2 unconnected molecules or ions with the total composition CH3NO2. The level of theory is ωB97M-V with the def2-TZVPD basis set.

Each line ends with the natural charge from an NBO analysis.
Atoms and positions in Å:
1 C -0.058 0.014 -0.074  -0.464
2 N -2.408 -0.010 -0.033  0.538
3 O -2.864 -1.100 -0.061  -0.319
4 O -2.855 1.086 -0.040  -0.320
5 H 0.122 -0.493 -0.998  0.188
6 H 0.062 -0.544 0.835  0.188
7 H 0.049 1.078 -0.031  0.189

HOMO-LUMO gap (spin up / spin down) ... 0.34586 / 0.31129 hartree

--- ii ---
This record from the OMol25 dataset describes a molecular structure, CH3NO2. The level of theory is ωB97M-V with the def2-TZVPD basis set.

Each line ends with the natural charge from an NBO analysis.
Atoms and positions in Å:
1 C 0.757 0.272 -0.055  0.459
2 H -0.659 -1.427 -0.075  0.475
3 H -0.917 1.118 0.736  0.348
4 H 1.422 1.150 -0.090  0.146
5 N -0.641 0.453 -0.341  -0.288
6 O -1.303 -0.757 -0.063  -0.563
7 O 1.341 -0.809 -0.112  -0.577

HOMO-LUMO gap ... 0.39776 hartree

It is ii that is most stable; the runner-up trails by 0.0815 hartree.

--- i ---
This record from the OMol25 dataset describes 4 unconnected molecules or ions with the total composition C3H15NO3. The level of theory is ωB97M-V with the def2-TZVPD basis set.

Each line ends with the natural charge from an NBO analysis.
Atoms and positions in Å:
1 C -0.114 -1.897 -0.455  -0.628
2 C 1.098 -1.512 0.347  -0.232
3 N 1.136 -0.031 0.414  -0.636
4 C 2.445 0.423 1.120  -0.422
5 H -0.438 -2.935 -0.489  0.220
6 H -0.031 -1.678 -1.528  0.212
7 H -1.030 -1.445 -0.074  0.216
8 H 1.991 -1.894 -0.178  0.191
9 H 1.122 -1.963 1.336  0.180
10 H 0.569 0.346 1.179  0.370
11 H 2.281 1.485 1.292  0.204
12 H 2.517 -0.079 2.095  0.181
13 H 3.336 0.273 0.512  0.200
14 O -2.411 1.137 -1.189  -0.989
15 H -1.550 1.238 -1.629  0.508
16 H -2.864 1.979 -1.257  0.462
17 O -3.322 1.183 1.802  -0.940
18 H -3.457 1.953 1.235  0.460
19 H -2.925 0.611 1.131  0.480
20 O 0.345 1.229 -1.868  -1.015
21 H 0.579 0.840 -2.708  0.471
22 H 0.724 0.738 -1.089  0.506

SMILES string ... CCNC.O.O.O
HOMO-LUMO gap ... 0.40125 hartree

--- ii ---
This record from the OMol25 dataset describes 4 unconnected molecules or ions with the total composition C3H15NO3. The level of theory is ωB97M-V with the def2-TZVPD basis set.

Each line ends with the natural charge from an NBO analysis.
Atoms and positions in Å:
1 C -0.975 -1.151 1.057  -0.603
2 C -1.836 0.068 0.716  -0.412
3 C -1.843 0.425 -0.766  -0.206
4 N -0.517 0.777 -1.302  -0.879
5 H -1.214 -1.999 0.414  0.199
6 H -1.074 -1.463 2.096  0.213
7 H 0.061 -0.868 0.915  0.203
8 H -2.875 -0.015 1.039  0.206
9 H -1.403 0.913 1.268  0.213
10 H -2.587 1.174 -1.031  0.180
11 H -2.142 -0.509 -1.268  0.173
12 H -0.004 1.403 -0.705  0.395
13 H -0.579 1.174 -2.236  0.374
14 O 3.135 -0.122 0.461  -0.971
15 H 3.533 -0.963 0.721  0.475
16 H 2.371 -0.464 -0.046  0.494
17 O 1.452 -1.229 -1.471  -1.023
18 H 1.167 -1.911 -2.105  0.479
19 H 0.698 -0.555 -1.469  0.501
20 O 1.185 1.929 1.092  -0.978
21 H 1.823 2.326 1.718  0.480
22 H 1.623 1.058 0.901  0.491

SMILES string ... CCCN.O.O.O
HOMO-LUMO gap ... 0.38831 hartree

It is ii that is most stable; the runner-up trails by 0.0268 hartree.

--- i ---
This record from the OMol25 dataset describes C4H3NOS in the gas phase. The level of theory is ωB97M-V with the def2-TZVPD basis set.

Each line ends with the natural charge from an NBO analysis.
Atoms and positions in Å:
1 C 1.007 -1.029 0.150  -0.447
2 C -0.244 -1.448 0.593  -0.222
3 C 1.168 0.262 -0.325  0.616
4 C -0.761 0.975 -0.248  0.059
5 N -1.023 2.129 -0.465  -0.634
6 O 1.982 0.989 -0.769  -0.479
7 S -1.641 -0.522 0.392  0.275
8 H 1.881 -1.590 0.179  0.239
9 H -0.320 -2.313 1.122  0.225
10 H -2.048 2.547 -0.629  0.368

HOMO-LUMO gap ... 0.27586 hartree

--- ii ---
This record from the OMol25 dataset describes 2 unconnected molecules or ions with the total composition C4H3NOS. The level of theory is ωB97M-V with the def2-TZVPD basis set.

Each line ends with the natural charge from an NBO analysis.
Atoms and positions in Å:
1 C 2.164 1.179 0.235  -0.021
2 C -0.053 0.129 -0.027  0.315
3 C 1.946 -2.138 -2.903  0.439
4 C -1.300 -0.126 -0.257  -0.527
5 N 1.098 0.526 -0.063  -0.393
6 O 2.967 -2.418 -2.442  -0.443
7 S 0.622 -1.620 -3.519  0.005
8 H 2.680 1.564 -0.628  0.144
9 H -1.550 -0.333 -1.342  0.240
10 H -1.986 0.006 0.584  0.241

HOMO-LUMO gap ... 0.30746 hartree

It is i that is most stable; the runner-up trails by 0.0355 hartree.